Computed, not measured: C18H16ClN3O2 in the gas phase, with the ωB97M-V functional and the def2-TZVPD basis.

Element x y z (Å)
C -1.045 -3.350 1.042
C -0.027 -2.207 1.037
C 0.234 -1.420 2.233
C 1.094 -0.420 1.898
C 1.567 0.629 2.885
C 1.002 1.949 2.506
C -0.500 2.201 2.592
C -0.965 3.392 2.082
C -0.019 4.335 1.534
O -0.436 5.278 0.900
N 1.333 4.058 1.606
N 1.820 2.885 2.080
N 1.430 -0.568 0.559
C 2.268 0.350 -0.239
C 0.684 -1.619 0.028
C 0.679 -2.090 -1.385
O 1.572 -2.827 -1.791
C -0.361 -1.611 -2.349
C -0.482 -2.119 -3.646
C -1.456 -1.616 -4.553
C -2.286 -0.565 -4.122
Cl -3.430 0.132 -5.206
C -2.166 -0.056 -2.824
C -1.206 -0.560 -1.958
H -1.371 -3.607 0.048
H -1.916 -3.080 1.630
H -0.581 -4.232 1.518
H -0.194 -1.648 3.211
H 2.647 0.629 2.942
H 1.222 0.359 3.874
H -1.171 1.454 3.014
H -1.991 3.713 1.982
H 1.938 4.749 1.204
H 2.832 -0.218 -1.040
H 2.994 0.921 0.374
H 1.644 1.081 -0.694
H 0.171 -2.884 -4.006
H -1.638 -2.020 -5.534
H -2.781 0.752 -2.461
H -1.109 -0.147 -0.969

## Properties
SMILES string: Cc1cc(Cc2ccc(=O)[nH]n2)n(C)c1C(=O)c1ccc(Cl)cc1
ΔE to the lowest compared entry with this formula, charge and spin in kcal/mol: 72.36
Orbital gap in eV: 8.3

Computed, not measured: a molecular structure, C36H28IIrN3OP, with the ωB97M-V functional and the def2-TZVPD basis.

Element x y z (Å)
Ir 0.064 -0.836 -0.606
C 0.197 -4.305 -3.095
C 0.422 -3.156 -2.180
N -0.458 -2.242 -1.915
N -1.713 -2.182 -2.440
C -2.324 -1.115 -1.986
O -1.727 -0.226 -1.153
C -3.688 -0.815 -2.378
C -4.331 -1.585 -3.355
C -5.632 -1.290 -3.712
C -6.301 -0.238 -3.095
C -5.672 0.524 -2.116
C -4.368 0.242 -1.757
C 1.692 -2.900 -1.476
C 2.806 -3.680 -1.643
C 4.047 -3.394 -0.984
C 4.135 -2.308 -0.212
C 2.966 -1.413 0.039
N 1.711 -1.772 -0.645
H -0.800 -4.247 -3.521
H 0.295 -5.248 -2.554
H 0.929 -4.304 -3.905
H -3.803 -2.402 -3.826
H -6.130 -1.879 -4.469
H -7.322 -0.015 -3.373
H -6.209 1.328 -1.631
H -3.876 0.814 -0.983
H 2.738 -4.548 -2.286
H 4.886 -4.064 -1.111
H 5.044 -2.084 0.335
H 2.736 -1.527 1.111
I 0.228 1.631 -1.899
C -1.177 2.593 -0.751
C -2.211 3.139 -1.477
C -3.126 4.002 -0.862
C -2.967 4.305 0.458
C -1.940 3.712 1.234
C -1.812 4.064 2.597
C -0.854 3.495 3.388
C -0.045 2.485 2.855
C -0.111 2.114 1.522
P 0.768 0.611 1.081
C 0.995 -0.341 2.591
C -0.090 -1.144 2.957
C -0.011 -1.950 4.081
C 1.160 -1.967 4.832
C 2.238 -1.167 4.477
C 2.162 -0.346 3.361
C 2.500 1.070 0.657
C 3.284 0.118 -0.168
C 4.681 0.497 -0.455
C 5.170 1.721 -0.121
C 4.346 2.614 0.588
C 3.026 2.294 0.957
C -1.040 2.775 0.652
H -2.301 2.922 -2.534
H -3.929 4.440 -1.438
H -3.638 5.003 0.940
H -2.497 4.794 3.010
H -0.750 3.782 4.424
H 0.633 1.965 3.521
H -1.014 -1.095 2.389
H -0.854 -2.560 4.373
H 1.230 -2.601 5.705
H 3.136 -1.173 5.081
H 3.000 0.295 3.116
H 2.847 0.350 -1.171
H 5.294 -0.197 -1.017
H 6.178 2.007 -0.390
H 4.740 3.588 0.857
H 2.435 3.022 1.499

## Properties
Total charge: +3
Multiplicity: 2
ΔE to the lowest compared entry with this formula, charge and spin in kcal/mol: 57.04
Orbital gap (alpha / beta) in eV: 4.7 / 4.7

Computed, not measured: 3 unconnected molecules or ions with the total composition C4H13NO2, with the ωB97M-V functional and the def2-TZVPD basis.

Element x y z (Å)
C 1.023 2.032 1.527
C 0.523 0.950 0.671
C 0.371 1.057 -0.680
N 0.025 -0.065 -1.394
C -0.793 0.077 -2.566
H 1.861 1.687 2.201
H 1.581 2.699 0.880
H 0.273 2.588 2.085
H 0.290 -0.004 1.109
H 0.410 1.993 -1.205
H -0.119 -1.004 -0.984
H -1.754 -0.458 -2.434
H -0.941 1.059 -3.035
H -0.378 -0.552 -3.405
O 1.412 -1.579 2.215
H 1.051 -1.036 2.926
H 0.978 -1.322 1.382
O -2.252 -1.760 -0.175
H -2.071 -2.591 0.271
H -1.581 -1.109 0.043

## Properties
SMILES string: C/C=C/NC.O.O
ΔE to the lowest compared entry with this formula, charge and spin in kcal/mol: 46.03
Orbital gap in eV: 8.4

Computed, not measured: 5 unconnected molecules or ions with the total composition H12NO4, with the ωB97M-V functional and the def2-TZVPD basis.

Element x y z (Å)
N -1.565 0.368 -0.201
H -1.420 1.391 -0.275
H -2.305 0.113 -0.871
H -0.679 -0.061 -0.523
H -1.690 0.058 0.776
H -1.186 0.911 3.269
H -0.648 -0.473 3.071
O -1.073 0.248 2.575
H 2.092 -3.216 0.957
H 2.399 -4.137 -0.231
O 2.254 -3.209 0.004
H 1.445 -0.961 -0.694
H 1.288 -0.576 -2.165
O 1.152 -0.240 -1.268
H -1.308 3.700 -1.284
H -0.004 2.908 -1.751
O -0.726 2.949 -1.126

## Properties
Multiplicity: 2
ΔE to the lowest compared entry with this formula, charge and spin in kcal/mol: 3.38
Orbital gap (alpha / beta) in eV: 3.2 / 12.2

Computed, not measured: C5H8O3 in the gas phase, with the ωB97M-V functional and the def2-TZVPD basis.

Element x y z (Å)
C -1.500 0.925 0.153
C -0.228 0.587 -0.607
O -0.331 -0.488 -1.510
C 1.104 0.371 0.362
O 2.290 0.452 -0.357
C 0.913 -0.931 1.067
C 0.109 -1.809 0.531
O -0.613 -2.677 0.222
H -1.331 1.769 0.819
H -2.295 1.194 -0.543
H -1.830 0.080 0.754
H 0.081 1.465 -1.192
H -1.254 -0.725 -1.659
H 1.091 1.224 1.042
H 2.286 -0.258 -1.013
H 1.509 -1.177 1.931

## Properties
SMILES string: C[C@H](O)[C@H](O)C=C=O
ΔE to the lowest compared entry with this formula, charge and spin in kcal/mol: 42.15
Orbital gap in eV: 9.8

Computed, not measured: a molecular structure, C22H31N5O2PdSSi2, with the ωB97M-V functional and the def2-TZVPD basis.

Element x y z (Å)
Pd -0.049 0.157 0.828
C -2.779 2.583 -0.069
Si -1.318 3.014 1.021
C -1.605 2.432 2.782
C -1.133 4.890 1.056
C 0.217 2.189 0.307
C 0.244 2.055 -1.168
C 0.360 3.102 -2.083
C 0.379 2.808 -3.434
C 0.279 1.485 -3.847
C 0.162 0.505 -2.878
N 0.150 0.783 -1.577
Si 1.927 2.360 1.061
C 1.939 1.813 2.862
C 3.142 1.339 0.053
C 2.521 4.147 1.013
H -3.656 3.152 0.249
H -3.029 1.522 -0.005
H -2.581 2.836 -1.113
H -2.560 2.842 3.122
H -0.833 2.807 3.455
H -1.674 1.347 2.893
H -2.045 5.350 1.446
H -0.962 5.299 0.057
H -0.306 5.207 1.692
H 0.431 4.121 -1.726
H 0.471 3.603 -4.163
H 0.289 1.217 -4.894
H 0.074 -0.542 -3.147
H 1.504 0.831 3.060
H 1.416 2.538 3.488
H 2.979 1.785 3.204
H 2.874 0.282 -0.002
H 4.143 1.418 0.486
H 3.197 1.713 -0.972
H 1.867 4.792 1.599
H 2.543 4.532 -0.009
H 3.531 4.234 1.421
N -5.388 -6.211 -1.002
C -4.731 -5.175 -0.347
C -4.211 -5.361 0.935
C -3.604 -4.315 1.605
C -3.515 -3.070 1.004
C -4.032 -2.869 -0.270
C -4.636 -3.913 -0.941
S -2.726 -1.736 1.839
O -3.388 -0.512 1.467
O -2.631 -2.081 3.232
N -1.253 -1.621 1.169
C -0.225 -2.436 1.474
N 0.948 -1.774 1.278
C 2.083 -2.408 1.520
C 2.079 -3.723 1.953
C 0.835 -4.315 2.119
N -0.317 -3.700 1.887
H -5.140 -7.139 -0.698
H -5.424 -6.133 -2.005
H -4.289 -6.333 1.409
H -3.193 -4.453 2.594
H -3.969 -1.889 -0.724
H -5.051 -3.754 -1.929
H 3.000 -1.851 1.368
H 2.994 -4.257 2.157
H 0.762 -5.343 2.459

## Properties
Multiplicity: 3
ΔE to the lowest compared entry with this formula, charge and spin in kcal/mol: 0.00
Orbital gap (alpha / beta) in eV: 8.6 / 6.8

Computed, not measured: a molecular structure, C22H39N3O3Si3Sn, with the ωB97M-V functional and the def2-TZVPD basis.

Element x y z (Å)
Sn -0.180 -0.177 0.208
C -3.737 0.911 -1.219
Si -2.225 1.460 -2.186
C -2.094 0.246 -3.610
C -2.640 3.144 -2.917
C -0.636 1.566 -1.187
Si 0.886 1.516 -2.294
C 1.207 -0.192 -3.013
C 2.449 1.926 -1.326
C 0.788 2.699 -3.751
Si -0.622 3.088 -0.121
C -2.227 3.486 0.760
C -0.059 4.691 -0.922
C 0.625 2.733 1.268
C 1.157 3.713 2.101
C 2.008 3.354 3.133
C 2.325 2.015 3.314
C 1.767 1.090 2.456
N 0.945 1.445 1.467
H -4.643 1.272 -1.718
H -3.749 1.289 -0.196
H -3.784 -0.178 -1.176
H -3.089 0.106 -4.044
H -1.741 -0.730 -3.263
H -1.429 0.591 -4.405
H -3.474 3.050 -3.620
H -1.793 3.573 -3.457
H -2.942 3.854 -2.142
H 1.142 -0.980 -2.257
H 2.219 -0.218 -3.429
H 0.509 -0.438 -3.814
H 2.707 1.117 -0.635
H 2.370 2.847 -0.742
H 3.282 2.044 -2.026
H 0.010 2.393 -4.456
H 1.743 2.694 -4.287
H 0.580 3.725 -3.443
H -2.893 4.084 0.133
H -2.020 4.045 1.677
H -2.749 2.575 1.048
H -0.720 4.956 -1.751
H 0.964 4.638 -1.305
H -0.107 5.507 -0.194
H 0.894 4.752 1.940
H 2.418 4.108 3.793
H 2.987 1.693 4.105
H 1.978 0.030 2.553
C -1.763 -1.116 5.076
C -2.734 0.063 5.097
C -3.330 0.407 3.713
C -4.268 1.624 3.846
C -5.216 1.828 2.663
C -4.144 -0.787 3.260
O -5.085 -1.210 3.891
N -3.764 -1.385 2.078
C -2.667 -1.035 1.314
O -2.375 -1.699 0.322
N -1.905 0.034 1.670
C -2.154 0.779 2.798
O -1.455 1.726 3.104
H -1.381 -1.312 6.078
H -0.906 -0.914 4.429
H -2.250 -2.030 4.726
H -2.226 0.960 5.454
H -3.570 -0.150 5.764
H -3.627 2.496 3.974
H -4.848 1.500 4.761
H -4.681 1.824 1.710
H -5.727 2.787 2.747
H -5.974 1.044 2.629
H -4.290 -2.189 1.770

## Properties
ΔE to the lowest compared entry with this formula, charge and spin in kcal/mol: 0.00
Orbital gap in eV: 8.1

Computed, not measured: a molecular structure, C11H7OReS4Sb, with the ωB97M-V functional and the def2-TZVPD basis.

Element x y z (Å)
Re 2.100 0.853 -0.069
S 4.573 -2.215 -3.312
Sb 5.861 -1.144 -1.983
S 3.033 1.465 -1.835
S 2.887 -1.016 0.471
S 7.202 -0.101 -0.692
C -2.776 -1.383 2.081
C -1.475 -1.265 2.488
C -0.499 -0.641 1.659
C -0.814 -0.121 0.414
C 0.134 0.550 -0.471
C -0.372 1.060 -1.731
C -1.698 1.017 -2.043
C -2.603 0.330 -1.191
C -2.183 -0.216 0.007
C -3.143 -0.832 0.845
H -3.512 -1.878 2.701
H -1.175 -1.653 3.454
H 0.513 -0.606 2.030
H 0.307 1.499 -2.444
H -2.058 1.462 -2.961
H -3.634 0.200 -1.503
H -4.183 -0.842 0.535
O 1.698 3.131 2.163
C 1.818 2.344 1.387

## Properties
Total charge: +3
ΔE to the lowest compared entry with this formula, charge and spin in kcal/mol: 3.60
Orbital gap (alpha / beta) in eV: 5.6 / 5.6

Computed, not measured: 2 unconnected molecules or ions with the total composition C3H12NO, with the ωB97M-V functional and the def2-TZVPD basis.

Element x y z (Å)
C -0.835 -0.466 -1.148
C -0.309 -0.316 0.255
C -1.417 -0.570 1.279
N 0.181 1.091 0.413
H -0.092 -0.239 -1.915
H -1.693 0.193 -1.296
H -1.157 -1.493 -1.306
H 0.516 -0.994 0.433
H -2.296 0.031 1.035
H -1.686 -1.617 1.284
H -1.118 -0.272 2.285
H -0.575 1.721 0.714
H 0.585 1.444 -0.455
H 0.937 1.158 1.096
H 3.421 -0.296 -0.371
H 2.921 0.516 -1.564
O 2.617 0.110 -0.742

## Properties
Total charge: +1
ΔE to the lowest compared entry with this formula, charge and spin in kcal/mol: 3.64
Orbital gap in eV: 12.7

Computed, not measured: C3H11N3 in the gas phase, with the ωB97M-V functional and the def2-TZVPD basis.

Element x y z (Å)
C -1.006 1.425 -1.827
C 0.078 0.964 -0.770
C -0.405 -0.267 -0.038
N -0.032 -1.561 2.076
N 1.680 -0.880 0.737
N 0.389 -0.522 1.222
H -1.920 1.102 -1.347
H -0.955 2.630 -1.869
H -0.888 1.122 -2.871
H 0.369 1.659 0.003
H 1.092 0.851 -1.206
H -1.458 -0.316 0.171
H -0.340 -1.030 -0.854
H -0.437 -2.408 1.740
H -0.660 -1.037 2.692
H 2.287 -0.107 0.983
H 2.206 -1.625 1.159

## Properties
Multiplicity: 3
ΔE to the lowest compared entry with this formula, charge and spin in kcal/mol: 42.29
Orbital gap (alpha / beta) in eV: 3.7 / 7.8

Computed, not measured: a molecular structure, CH10CuO8, with the ωB97M-V functional and the def2-TZVPD basis.

Element x y z (Å)
Cu 0.361 -0.352 0.077
C 1.164 1.145 -1.225
O -0.002 1.413 -0.612
O 1.231 1.539 -2.463
O 1.966 0.393 -0.672
O -1.174 -0.120 1.352
H -1.717 -0.905 1.572
H -1.574 0.719 1.658
O -0.624 -1.244 -1.433
H -0.101 -1.901 -1.943
H -1.494 -1.174 -1.772
O 1.730 1.228 1.981
H 1.526 0.429 2.345
H 2.126 1.013 1.141
O 1.135 -1.825 0.954
H 0.894 -2.599 1.422
H 1.364 -2.217 0.097
O -2.427 1.181 -1.065
H -2.727 2.044 -0.884
H -1.656 1.236 -0.523

## Properties
Total charge: -1
ΔE to the lowest compared entry with this formula, charge and spin in kcal/mol: 27.21
Orbital gap in eV: 4.0

Computed, not measured: 2 unconnected molecules or ions with the total composition C3H11NOS2, with the ωB97M-V functional and the def2-TZVPD basis.

Element x y z (Å)
C 0.644 -2.012 0.558
C 0.635 -1.089 -0.634
N -0.581 -1.417 -1.452
C 0.789 0.337 -0.055
S 0.747 1.142 -1.763
S -0.629 2.796 -1.817
H -0.197 -1.810 1.323
H 0.882 -3.120 0.378
H 1.394 -1.582 1.258
H 1.374 -1.434 -1.270
H -0.416 -1.603 -2.419
H -1.049 -2.258 -1.072
H -0.100 0.628 0.476
H 1.679 0.694 0.375
H -1.638 2.158 -1.332
O -1.403 3.045 2.612
H -0.566 3.348 2.541
H -1.565 2.176 2.290

## Properties
SMILES string: C[C@@H](N)CSS.O
ΔE to the lowest compared entry with this formula, charge and spin in kcal/mol: 42.27
Orbital gap in eV: 8.9

| no. | calculated total energy (eV) |
| --- | --- |
| 1 | -40012.34436 |
| 2 | -64504.11765 |
| 3 | -9942.20066 |
| 4 | -9872.20036 |
| 5 | -11455.69148 |
| 6 | -64933.81015 |
| 7 | -63530.57029 |
| 8 | -65544.09926 |
| 9 | -6837.25672 |
| 10 | -7751.07619 |
| 11 | -62217.71417 |
| 12 | -28495.76345 |